Record 1
C23H17AsClN2O4ReS4 as an isolated structure at a distorted geometry, computed with ωB97M-V with the def2-TZVPD basis set.

Geometry as XYZ:
```
53
Properties=species:S:1:pos:R:3:mulliken_charge:R:1
Re -0.06 0.27 0.04 1.129
N -0.75 0.63 2.11 -0.516
N -2.03 0.08 2.26 -0.267
C -2.39 -1.00 1.40 0.654
O -3.32 -1.70 1.73 -0.674
O -1.68 -1.09 0.32 -0.736
H -0.10 0.29 2.82 0.327
H -0.80 1.64 2.19 0.320
H -2.39 -0.01 3.19 0.270
S -2.87 3.46 -3.64 -0.240
As -3.25 4.44 -1.91 0.337
S -1.88 1.40 -1.15 -0.139
S 0.10 1.68 -1.73 0.165
S -2.47 3.17 -0.22 -0.153
Cl 8.41 1.87 1.49 -0.222
C 6.77 1.72 0.93 0.408
C 6.36 2.47 -0.16 -0.630
C 5.05 2.36 -0.60 -0.365
C 4.16 1.52 0.06 0.155
C 4.59 0.78 1.15 -0.236
C 5.90 0.86 1.59 -0.707
C 2.74 1.40 -0.41 0.756
O 2.47 1.66 -1.59 -0.799
O 1.91 1.01 0.48 -0.834
H 7.06 3.13 -0.66 0.424
H 4.70 2.91 -1.46 0.444
H 3.88 0.13 1.66 0.357
H 6.25 0.28 2.42 0.423
C 0.87 -1.42 0.21 -1.245
C 1.41 -2.55 0.07 1.546
C 1.96 -3.74 -0.19 -0.098
C 3.38 -3.76 -0.62 0.293
C 3.81 -4.61 -1.64 -0.160
C 5.13 -4.57 -2.06 -0.667
C 6.03 -3.69 -1.47 -0.495
C 5.60 -2.82 -0.48 -0.551
C 4.28 -2.85 -0.06 -0.494
C 1.15 -4.96 -0.06 0.492
C -0.24 -4.86 -0.03 -0.599
C -1.03 -5.99 0.11 -0.722
C -0.43 -7.24 0.22 -0.385
C 0.95 -7.35 0.22 -0.768
C 1.74 -6.22 0.08 -0.169
H 3.11 -5.27 -2.12 0.559
H 5.46 -5.23 -2.85 0.387
H 7.06 -3.67 -1.80 0.393
H 6.29 -2.11 -0.04 0.443
H 3.93 -2.18 0.71 0.390
H -0.70 -3.88 -0.14 0.473
H -2.10 -5.89 0.12 0.428
H -1.05 -8.12 0.33 0.386
H 1.42 -8.32 0.32 0.388
H 2.82 -6.31 0.11 0.522
```

gap between HOMO and LUMO (spin up / spin down) = 5.86 / 5.84 eV
highest occupied orbital energy (spin up / spin down) = -7.728 / -7.713 eV
net charge = 0

Record 2
C16H15BrInTe as an isolated structure at a distorted geometry, computed with ωB97M-V with the def2-TZVPD basis set.

Geometry as XYZ:
```
34
Properties=species:S:1:pos:R:3:mulliken_charge:R:1
C 0.72 2.12 -0.29 -0.678
C 0.04 1.98 0.97 -0.639
C 0.76 1.07 1.75 -0.372
H -0.83 2.57 1.28 0.387
C 1.87 0.59 1.02 -0.522
C 1.87 1.25 -0.25 -0.572
H 2.71 1.31 -0.94 0.491
H 0.52 2.88 -1.04 0.496
H 0.53 0.81 2.79 0.526
H 2.68 -0.02 1.41 0.408
In -0.11 -0.41 -0.58 0.739
Br -1.33 0.31 -2.55 -0.233
C -0.16 -0.85 -5.71 -0.487
C 1.20 -0.43 -5.78 -0.544
C 1.22 0.99 -5.85 -0.557
H 2.06 -1.09 -5.78 0.382
C -0.12 1.46 -5.83 -0.454
C -0.98 0.32 -5.76 -0.827
H -2.07 0.35 -5.73 0.513
H -0.52 -1.87 -5.65 0.373
H 2.11 1.62 -5.92 0.379
H -0.45 2.49 -5.88 0.359
Te -1.15 -2.23 1.16 0.068
C -1.06 -1.68 3.23 0.028
C 0.19 -1.78 3.89 -0.456
C 0.27 -1.50 5.27 -0.335
C -0.88 -1.17 6.00 -0.395
C -2.13 -1.10 5.34 -0.372
C -2.23 -1.36 3.96 -0.436
H 1.08 -2.00 3.30 0.385
H 1.25 -1.53 5.77 0.324
H -0.82 -1.00 7.08 0.342
H -3.03 -0.83 5.92 0.315
H -3.18 -1.25 3.43 0.366
```

gap between HOMO and LUMO = 3.64 eV
highest occupied orbital energy = -2.530 eV
net charge = -1

Record 3
A 6-piece molecular cluster, C12H18N6 overall at a distorted geometry, computed with ωB97M-V with the def2-TZVPD basis set.

Geometry as XYZ:
```
36
Properties=species:S:1:pos:R:3:mulliken_charge:R:1
C 0.22 9.85 0.51 -0.529
C -1.02 10.05 1.16 0.376
N -2.01 10.29 1.76 -0.429
H 0.25 9.08 -0.27 0.268
H 0.96 9.63 1.28 0.275
H 0.48 10.82 0.08 0.042
C 1.64 12.24 -4.66 -0.887
C 1.97 11.67 -3.38 0.402
N 2.21 11.17 -2.37 -0.435
H 2.04 13.25 -4.77 0.260
H 0.57 12.07 -4.84 0.330
H 2.13 11.64 -5.42 0.341
C -0.12 13.95 -0.91 -0.032
C -0.62 13.15 -2.03 0.344
N -0.92 12.45 -2.93 -0.538
H -0.46 13.35 -0.06 0.234
H -0.58 14.94 -0.89 0.083
H 0.96 14.01 -0.99 -0.213
C -0.83 18.98 -2.11 -0.865
C -1.31 18.13 -0.98 0.365
N -1.67 17.46 -0.13 -0.375
H -1.14 18.66 -3.10 0.282
H 0.24 19.17 -2.03 0.280
H -1.18 19.99 -1.89 0.324
C -4.36 15.19 0.46 -0.859
C -3.58 13.96 0.28 0.356
N -2.97 13.02 0.07 -0.345
H -3.89 15.79 1.24 0.270
H -5.41 14.90 0.51 0.321
H -4.33 15.81 -0.43 0.260
C 3.22 15.64 -0.28 -0.684
C 4.35 15.32 -1.15 0.354
N 5.24 15.00 -1.85 -0.407
H 3.59 16.30 0.51 0.332
H 2.68 14.75 0.03 0.277
H 2.41 16.00 -0.91 0.222
```

gap between HOMO and LUMO = 10.79 eV
relative energy (zero: lowest compared OMol25 entry of this formula, charge and spin) = 1.154 eV
SMILES = CC#N.CC#N.CC#N.CC#N.CC#N.CC#N
highest occupied orbital energy = -10.764 eV
net charge = 0

Record 4
C27H34AsN4O3PPbS as an isolated structure at a distorted geometry, computed with ωB97M-V with the def2-TZVPD basis set.

Geometry as XYZ:
```
72
Properties=species:S:1:pos:R:3:mulliken_charge:R:1
Pb -0.43 0.15 0.23 1.145
C -3.10 -4.64 3.65 -1.054
C -3.30 -4.04 2.26 -0.510
N -2.03 -3.81 1.56 -0.085
C -1.27 -2.76 1.80 0.377
S 0.32 -2.63 0.94 0.078
N -1.56 -1.82 2.64 -0.815
N -0.69 -0.78 2.59 0.218
C -0.55 0.01 3.58 0.620
C -1.25 -0.17 4.88 -1.644
C 0.39 1.13 3.36 0.521
C 0.92 1.83 4.44 -0.767
C 1.82 2.86 4.21 -0.571
C 2.17 3.17 2.90 -0.854
C 1.60 2.42 1.88 0.121
N 0.73 1.43 2.09 0.100
H -4.07 -4.95 4.05 0.377
H -2.66 -3.92 4.33 0.277
H -2.45 -5.52 3.61 0.302
H -3.81 -3.08 2.33 0.274
H -3.90 -4.71 1.64 0.429
H -1.61 -4.58 1.05 0.166
H -2.16 -0.75 4.72 0.381
H -1.52 0.80 5.32 0.484
H -0.63 -0.70 5.60 0.357
H 0.65 1.55 5.44 0.433
H 2.23 3.42 5.04 0.453
H 2.86 3.96 2.68 0.478
H 1.86 2.63 0.85 0.347
O 1.74 -1.43 -3.57 -0.622
C 1.30 -0.66 -2.73 0.502
O 0.74 -1.07 -1.62 -0.267
C 1.39 0.84 -2.98 -1.493
P 0.82 1.85 -1.56 0.704
C -0.90 2.34 -1.91 0.412
C -1.51 3.06 -0.87 0.044
C -2.83 3.47 -0.98 -0.886
C -3.56 3.14 -2.12 -0.602
C -2.97 2.39 -3.13 -0.775
C -1.65 1.99 -3.03 -0.719
C 1.78 3.39 -1.67 0.630
C 1.20 4.64 -1.87 -0.337
C 2.00 5.78 -1.84 -0.690
C 3.37 5.67 -1.63 -0.566
C 3.95 4.42 -1.46 -0.767
C 3.16 3.29 -1.46 -0.493
H 0.83 1.08 -3.88 0.553
H 2.44 1.08 -3.19 0.537
H -0.93 3.35 0.00 0.562
H -3.28 4.04 -0.19 0.463
H -4.59 3.46 -2.21 0.428
H -3.54 2.13 -4.01 0.441
H -1.21 1.42 -3.83 0.330
H 0.15 4.74 -2.06 0.379
H 1.55 6.75 -1.99 0.428
H 3.98 6.56 -1.60 0.429
H 5.02 4.34 -1.32 0.439
H 3.61 2.31 -1.30 0.424
C 2.39 -3.35 -1.91 -1.171
As 0.56 -3.95 -1.87 1.092
C 0.78 -5.87 -1.86 -1.169
C -1.04 -3.84 -2.96 -1.064
O 0.00 -3.81 -0.17 -0.380
H 2.75 -3.46 -2.93 0.484
H 2.94 -4.02 -1.24 0.471
H 2.48 -2.32 -1.60 0.234
H 1.10 -6.18 -2.85 0.444
H -0.17 -6.36 -1.63 0.412
H 1.53 -6.18 -1.13 0.386
H -0.72 -4.01 -3.99 0.406
H -1.53 -2.88 -2.88 0.304
H -1.69 -4.65 -2.63 0.426
```

gap between HOMO and LUMO = 7.85 eV
relative energy (zero: lowest compared OMol25 entry of this formula, charge and spin) = 0.577 eV
highest occupied orbital energy = -13.492 eV
net charge = +2

Record 5
One molecule with the formula C4H8OS at a distorted geometry, computed with ωB97M-V with the def2-TZVPD basis set.

Geometry as XYZ:
```
14
Properties=species:S:1:pos:R:3:mulliken_charge:R:1
C -0.87 0.35 -2.03 -1.077
C -0.07 1.14 -1.02 -0.394
C -0.24 -0.79 1.11 -0.588
C 1.14 -1.29 0.96 -0.055
H -0.89 -0.72 -2.00 0.339
H -0.38 0.62 -3.03 0.295
H -1.84 0.75 -2.07 0.337
H -0.19 2.18 -1.23 0.347
H 1.05 0.83 -1.06 0.270
H -0.58 -0.91 2.12 0.360
H -0.97 -1.40 0.60 0.306
H 1.76 -1.30 1.84 0.376
O 1.60 -1.62 -0.06 -0.417
S -0.66 1.03 0.70 -0.098
```

gap between HOMO and LUMO = 9.55 eV
relative energy (zero: lowest compared OMol25 entry of this formula, charge and spin) = 1.014 eV
SMILES = CCSCC=O
highest occupied orbital energy = -8.914 eV
net charge = 0

Record 6
C13H10N3O2PdS4 as an isolated structure, computed with ωB97M-V with the def2-TZVPD basis set.

Geometry as XYZ:
```
33
Properties=species:S:1:pos:R:3:mulliken_charge:R:1
Pd -0.07 -0.81 -1.40 0.683
O -0.92 2.45 2.95 -0.499
C -0.60 3.31 1.96 1.064
C -0.56 4.68 2.23 -0.811
C -0.25 5.60 1.24 -0.439
C 0.01 5.16 -0.05 -0.737
C -0.03 3.80 -0.32 -0.468
C -0.34 2.85 0.66 0.030
C -0.33 1.42 0.22 1.134
O -0.25 1.23 -1.04 -0.915
N -0.43 0.48 1.15 -1.101
N -0.36 -0.73 0.54 0.262
C -0.38 -1.85 1.17 -0.693
C -0.28 -3.04 0.32 1.022
C -0.21 -4.33 0.82 -0.871
C -0.09 -5.39 -0.07 -0.104
C -0.04 -5.13 -1.43 -0.906
C -0.10 -3.82 -1.87 0.020
N -0.23 -2.80 -1.02 -0.113
H -1.05 2.96 3.76 0.310
H -0.77 5.02 3.24 0.226
H -0.22 6.65 1.48 0.362
H 0.26 5.86 -0.83 0.378
H 0.18 3.43 -1.31 0.429
H -0.44 -1.90 2.25 0.361
H -0.24 -4.49 1.89 0.345
H -0.04 -6.40 0.30 0.398
H 0.07 -5.93 -2.15 0.364
H -0.04 -3.54 -2.91 0.351
S 0.03 -0.83 -3.72 -0.319
S 1.77 -1.94 -4.02 -0.181
S 3.22 -0.91 -3.01 -0.137
S 2.74 -1.08 -1.03 -0.446
```

gap between HOMO and LUMO (spin up / spin down) = 5.11 / 5.11 eV
relative energy (zero: lowest compared OMol25 entry of this formula, charge and spin) = 0.656 eV
highest occupied orbital energy (spin up / spin down) = -3.027 / -3.026 eV
net charge = -1

Record 7
C19H35N4Y as an isolated structure at a distorted geometry, computed with ωB97M-V with the def2-TZVPD basis set.

Geometry as XYZ:
```
59
Properties=species:S:1:pos:R:3:mulliken_charge:R:1
C -1.14 0.99 -2.68 -1.338
H -1.94 0.36 -2.30 0.683
H -1.27 2.06 -2.66 0.688
H -1.34 0.42 1.32 -0.308
C 0.13 0.35 -3.10 0.109
H 1.07 0.80 -2.69 0.287
H 0.10 -0.73 -2.81 0.340
C 0.13 0.49 -4.66 -1.289
H 0.94 -0.09 -5.14 0.385
H -0.86 0.15 -5.03 0.380
H 0.22 1.57 -4.88 0.347
C 1.21 1.72 1.36 1.228
C 1.98 1.99 0.20 0.474
C 1.22 2.80 -0.67 0.839
C -0.04 3.07 -0.04 0.064
C -0.04 2.38 1.21 -0.124
C -1.20 2.29 2.17 -1.077
C -1.09 3.97 -0.58 -1.376
C 1.66 3.41 -1.95 -1.450
C 3.42 1.64 0.02 -1.783
C 1.70 1.01 2.58 -1.567
Y -0.66 0.58 -0.45 0.540
H -2.09 3.65 -0.29 0.320
H -0.94 5.01 -0.24 0.356
H -1.04 4.01 -1.67 0.428
H -2.16 2.34 1.65 0.231
H -1.16 1.37 2.77 0.666
H -1.19 3.12 2.89 0.362
H 2.46 0.26 2.31 0.430
H 2.17 1.69 3.31 0.351
H 0.88 0.50 3.10 0.394
H 3.71 1.71 -1.03 0.402
H 4.08 2.32 0.58 0.357
H 3.63 0.62 0.37 0.395
H 0.89 3.35 -2.72 0.348
H 1.91 4.47 -1.84 0.371
H 2.55 2.91 -2.34 0.367
C -0.85 -2.89 -0.61 -0.719
N -0.36 -1.80 0.35 0.186
C 0.76 -2.44 1.14 -0.845
N 0.34 -3.67 1.85 0.063
C -0.15 -4.65 0.85 -0.722
N -1.29 -4.11 0.07 0.094
C -2.38 -3.78 1.02 -0.729
N -1.93 -2.79 2.04 0.087
C -1.50 -1.57 1.34 -1.228
C -0.77 -3.35 2.77 -0.708
H -0.01 -3.15 -1.27 0.346
H -1.69 -2.48 -1.19 0.288
H 1.11 -1.72 1.90 0.335
H 1.57 -2.71 0.45 0.367
H -0.45 -5.58 1.36 0.338
H 0.67 -4.85 0.15 0.368
H -3.22 -3.34 0.46 0.349
H -2.71 -4.70 1.54 0.339
H -1.14 -0.92 2.15 0.609
H -2.40 -1.22 0.80 0.700
H -1.08 -4.25 3.31 0.332
H -0.42 -2.59 3.48 0.318
```

gap between HOMO and LUMO (spin up / spin down) = 5.75 / 4.99 eV
highest occupied orbital energy (spin up / spin down) = -14.440 / -14.402 eV
net charge = +2

Record 8
C18H47FInN10O22 as an isolated structure, computed with ωB97M-V with the def2-TZVPD basis set.

Geometry as XYZ:
```
99
Properties=species:S:1:pos:R:3:mulliken_charge:R:1
C -4.87 -1.21 -5.65 -0.856
C -3.50 -1.77 -5.98 0.636
O -2.91 -1.44 -6.98 -0.610
O -3.00 -2.73 -5.17 -0.284
C -3.15 -2.56 -3.74 -0.265
C -3.26 -3.93 -3.07 -0.656
C -3.75 -3.83 -1.63 -0.457
C -2.99 -2.82 -0.75 -0.503
C -3.80 -1.55 -0.41 -0.361
C -3.07 -0.60 0.55 -1.218
In -4.13 1.33 0.81 1.003
F -4.76 1.40 2.77 -0.749
H -5.42 -1.78 -4.90 0.382
H -4.77 -0.17 -5.33 0.245
H -5.44 -1.21 -6.58 0.310
H -2.25 -2.03 -3.40 0.211
H -4.01 -1.94 -3.50 0.238
H -3.99 -4.50 -3.65 0.271
H -2.28 -4.42 -3.14 0.244
H -3.64 -4.83 -1.18 0.114
H -4.82 -3.61 -1.60 0.423
H -2.05 -2.50 -1.22 0.211
H -2.72 -3.29 0.21 0.455
H -4.02 -1.01 -1.34 0.053
H -4.77 -1.85 0.01 0.234
H -2.09 -0.39 0.10 0.337
H -2.90 -1.13 1.49 0.457
H -5.50 1.39 -0.32 -0.383
H -2.96 2.64 0.49 -0.431
C -1.62 3.52 -3.61 -0.848
N -1.50 2.66 -2.40 0.882
O -0.49 2.76 -1.73 -0.547
O -2.43 1.93 -2.16 -0.431
H -0.72 4.13 -3.68 0.295
H -1.74 2.87 -4.46 0.312
H -2.50 4.14 -3.47 0.312
C 0.38 3.38 1.40 -0.748
N 1.63 3.64 2.16 0.936
O 1.91 4.78 2.46 -0.563
O 2.32 2.67 2.43 -0.533
H -0.13 4.33 1.23 0.289
H 0.65 2.92 0.46 0.276
H -0.23 2.71 1.99 0.332
C 5.08 5.16 2.71 -0.608
N 6.04 6.03 1.99 0.918
O 5.61 6.99 1.38 -0.530
O 7.22 5.74 2.05 -0.546
H 4.08 5.56 2.56 0.173
H 5.17 4.16 2.30 0.289
H 5.35 5.17 3.76 0.308
C 3.76 -0.11 2.66 -0.683
N 4.12 -1.27 1.79 0.927
O 5.14 -1.20 1.15 -0.562
O 3.35 -2.20 1.78 -0.557
H 4.54 0.64 2.56 0.222
H 2.80 0.27 2.31 0.320
H 3.67 -0.49 3.67 0.305
C 2.89 -4.36 -0.84 -0.417
N 1.45 -4.27 -1.21 0.940
O 1.16 -3.73 -2.26 -0.548
O 0.66 -4.76 -0.43 -0.538
H 3.47 -3.89 -1.63 0.300
H 3.03 -3.84 0.10 0.179
H 3.13 -5.41 -0.74 0.116
C 8.30 9.00 2.75 -0.386
N 8.14 9.65 4.08 0.879
O 7.07 9.53 4.64 -0.527
O 9.09 10.26 4.52 -0.542
H 7.38 8.50 2.49 0.030
H 8.55 9.78 2.04 0.274
H 9.12 8.29 2.84 0.277
C 5.43 -8.38 -0.51 -0.725
N 5.02 -7.11 0.16 0.805
O 3.95 -7.09 0.74 -0.480
O 5.77 -6.17 0.05 -0.484
H 4.66 -9.12 -0.33 0.306
H 5.55 -8.16 -1.56 0.299
H 6.38 -8.67 -0.07 0.277
C -5.16 -8.56 -0.86 -0.758
N -5.29 -7.24 -1.53 0.858
O -6.04 -6.43 -1.03 -0.498
O -4.64 -7.07 -2.54 -0.483
H -5.80 -8.57 0.01 0.302
H -5.46 -9.32 -1.58 0.281
H -4.11 -8.68 -0.60 0.299
C -5.86 -0.59 4.49 -0.638
N -5.74 -1.39 5.74 0.873
O -4.73 -1.29 6.40 -0.535
O -6.68 -2.10 6.05 -0.566
H -4.96 0.00 4.34 0.340
H -6.00 -1.30 3.68 0.246
H -6.73 0.05 4.60 0.260
C 2.33 7.45 0.12 -0.629
N 1.17 7.39 -0.81 0.894
O 0.81 8.42 -1.34 -0.554
O 0.68 6.30 -1.00 -0.521
H 2.67 8.48 0.19 0.328
H 1.98 7.09 1.09 0.213
H 3.10 6.80 -0.27 0.262
```

gap between HOMO and LUMO = 6.09 eV
highest occupied orbital energy = -4.951 eV
net charge = -1

Record 9
C5H8O2 as an isolated structure at a distorted geometry, computed with ωB97M-V with the def2-TZVPD basis set.

Geometry as XYZ:
```
15
Properties=species:S:1:pos:R:3:mulliken_charge:R:1
C -0.27 1.50 0.50 -0.302
C 0.50 -1.69 0.43 -1.178
C 0.15 0.75 -1.19 0.077
C -1.09 0.34 0.28 -0.191
C -0.73 -0.96 -0.02 -0.140
O 0.91 1.45 1.17 -0.561
O 1.36 0.59 -1.23 -0.580
H 1.58 1.14 0.51 0.354
H -0.77 2.47 0.48 0.382
H -0.53 0.98 -2.00 0.434
H -2.09 0.63 -0.04 0.353
H -1.51 -1.56 -0.49 0.378
H 1.03 -1.17 1.23 0.283
H 0.24 -2.69 0.78 0.406
H 1.21 -1.76 -0.40 0.285
```

gap between HOMO and LUMO = 9.00 eV
relative energy (zero: lowest compared OMol25 entry of this formula, charge and spin) = 3.557 eV
highest occupied orbital energy = -8.158 eV
net charge = 0

| no. | DFT total energy (eV) |
| --- | --- |
| 1 | -154128.7336 |
| 2 | -99343.8188 |
| 3 | -21673.7023 |
| 4 | -126850.0135 |
| 5 | -17159.4360 |
| 6 | -69031.8183 |
| 7 | -27253.6167 |
| 8 | -87238.7964 |
| 9 | -9406.2753 |